# 1
A molecular structure, CH4CsO. Source: OMol25; level of theory: ωB97M-V with the def2-TZVPD basis set.

Values from the calculation:
Highest occupied orbital energy = -14.91 eV
Relative energy (zero: lowest compared OMol25 entry of this formula, charge and spin) = 8.2 kJ/mol
Orbital gap = 11.1 eV

Geometry as ORCA input:
```
! wB97M-V def2-TZVPD RIJCOSX def2/J DEFGRID3
* xyz 1 1
Cs 1.041 1.736 2.593
C -0.021 -0.448 -0.741
O -0.096 0.336 0.459
H 0.998 -0.371 -1.105
H -0.242 -1.491 -0.516
H -0.693 -0.068 -1.508
H -0.987 0.306 0.819
*
```

Let us look at the Löwdin charges, expressed in e, one per atom:
1 Cs 1.14
2 C -0.10
3 O -0.37
4 H 0.09
5 H 0.09
6 H 0.09
7 H 0.06

***

# 2
2 unconnected molecules or ions with the total composition CH4F2N2 at a distorted geometry. Source: OMol25; level of theory: ωB97M-V with the def2-TZVPD basis set.

Values from the calculation:
Structure (SMILES) = [H]/N=C(\N)F.F
Highest occupied orbital energy = -10.40 eV
Relative energy (zero: lowest compared OMol25 entry of this formula, charge and spin) = 58.3 kJ/mol
Orbital gap = 11.1 eV

Geometry as ORCA input:
```
! wB97M-V def2-TZVPD RIJCOSX def2/J DEFGRID3
* xyz 0 1
C -0.114 -0.757 -0.097
N -1.021 -0.614 0.886
N 0.017 -0.432 -1.307
F 0.815 -1.585 0.437
F 2.369 0.242 -0.290
H -1.663 0.089 0.657
H -0.730 -0.636 1.842
H 1.970 -0.105 -1.021
H -0.665 0.096 -1.830
*
```

Let us look at the Löwdin charges, expressed in e, one per atom:
1 C -0.57
2 N 0.17
3 N 0.14
4 F 0.05
5 F -0.07
6 H 0.09
7 H 0.11
8 H 0.00
9 H 0.07

***

# 3
A molecular structure, CH4F2N3O5S2Sn at a distorted geometry. Source: OMol25; level of theory: ωB97M-V with the def2-TZVPD basis set.

Values from the calculation:
Highest occupied orbital energy = -14.04 eV
Orbital gap = 6.2 eV

Geometry as ORCA input:
```
! wB97M-V def2-TZVPD RIJCOSX def2/J DEFGRID3
* xyz 1 1
Sn -15.432 10.505 10.452
N -13.552 12.463 10.431
S -12.356 11.937 11.254
O -11.759 12.856 12.145
O -11.584 10.932 10.601
F -13.251 10.944 12.264
S -12.717 13.188 9.175
O -12.678 12.345 8.031
O -11.667 14.089 9.442
F -13.973 14.090 8.785
C -16.716 8.967 13.795
O -15.975 8.998 12.796
N -16.459 8.304 14.937
N -17.975 9.492 13.777
H -17.049 8.351 15.747
H -15.560 7.854 14.999
H -18.260 9.727 12.842
H -18.708 9.324 14.443
*
```

Let us look at the Löwdin charges, expressed in e, one per atom:
1 Sn 1.75
2 N -0.42
3 S 0.42
4 O -0.19
5 O -0.24
6 F -0.30
7 S 0.51
8 O -0.24
9 O -0.17
10 F -0.18
11 C -0.64
12 O -0.15
13 N 0.20
14 N 0.17
15 H 0.12
16 H 0.13
17 H 0.10
18 H 0.12

***

# 4
A gas-phase ion, CH4F3NP (charge +1). Source: OMol25; level of theory: ωB97M-V with the def2-TZVPD basis set.

Values from the calculation:
Structure (SMILES) = [NH2+]=[PH2]C(F)(F)F
Highest occupied orbital energy = -17.16 eV
Orbital gap = 12.7 eV

Geometry as ORCA input:
```
! wB97M-V def2-TZVPD RIJCOSX def2/J DEFGRID3
* xyz 1 1
N 1.438 -0.684 0.142
P 0.435 0.588 0.114
C -1.325 -0.053 -0.046
F -1.669 -0.686 1.064
F -1.373 -0.885 -1.070
F -2.119 0.985 -0.258
H 1.103 -1.550 -0.265
H 2.419 -0.528 -0.059
H 0.476 1.310 1.305
H 0.616 1.503 -0.928
*
```

Let us look at the Löwdin charges, expressed in e, one per atom:
1 N -0.11
2 P 1.09
3 C -0.77
4 F 0.16
5 F 0.16
6 F 0.16
7 H 0.10
8 H 0.10
9 H 0.06
10 H 0.06

***

# 5
A single CH4FN3O molecule at a distorted geometry. Source: OMol25; level of theory: ωB97M-V with the def2-TZVPD basis set.

Values from the calculation:
Structure (SMILES) = NC(=O)N(N)F
Highest occupied orbital energy = -10.36 eV
Relative energy (zero: lowest compared OMol25 entry of this formula, charge and spin) = 114.9 kJ/mol
Orbital gap = 11.3 eV

Geometry as ORCA input:
```
! wB97M-V def2-TZVPD RIJCOSX def2/J DEFGRID3
* xyz 0 1
C 0.593 0.003 0.666
N -0.269 -0.487 1.631
N 0.394 0.470 -1.526
N 0.015 -0.311 -0.597
O 1.662 0.512 0.794
F -1.475 -0.287 -0.622
H -1.215 -0.740 1.377
H 0.307 -0.701 2.396
H 0.448 -0.032 -2.349
H 0.005 1.441 -1.631
*
```

Let us look at the Löwdin charges, expressed in e, one per atom:
1 C -0.56
2 N 0.17
3 N 0.07
4 N -0.11
5 O 0.11
6 F -0.10
7 H 0.10
8 H 0.09
9 H 0.08
10 H 0.15

***

# 6
2 unconnected molecules or ions with the total composition CH4FNO2 at a distorted geometry. Source: OMol25; level of theory: ωB97M-V with the def2-TZVPD basis set.

Values from the calculation:
Structure (SMILES) = NC(=O)O.F
Highest occupied orbital energy = -11.34 eV
Relative energy (zero: lowest compared OMol25 entry of this formula, charge and spin) = 0.0 kJ/mol
Orbital gap = 11.8 eV

Geometry as ORCA input:
```
! wB97M-V def2-TZVPD RIJCOSX def2/J DEFGRID3
* xyz 0 1
C -0.415 -0.311 0.052
N -0.263 0.014 -1.179
O -1.385 -1.172 0.145
O 0.217 0.080 1.051
F 2.184 1.703 0.849
H -0.848 -0.466 -1.765
H 0.667 0.430 -1.364
H -1.637 -1.357 1.047
H 1.478 1.080 1.164
*
```

Let us look at the Löwdin charges, expressed in e, one per atom:
1 C -0.69
2 N 0.23
3 O 0.15
4 O 0.04
5 F -0.18
6 H 0.10
7 H 0.17
8 H 0.13
9 H 0.05

***

# 7
A single CH4FNS molecule at a distorted geometry. Source: OMol25; level of theory: ωB97M-V with the def2-TZVPD basis set.

Values from the calculation:
Structure (SMILES) = CNSF
Highest occupied orbital energy = -8.72 eV
Relative energy (zero: lowest compared OMol25 entry of this formula, charge and spin) = 130.3 kJ/mol
Orbital gap = 9.5 eV

Geometry as ORCA input:
```
! wB97M-V def2-TZVPD RIJCOSX def2/J DEFGRID3
* xyz 0 1
C 0.659 -0.035 0.644
N -0.593 0.358 -0.093
F -0.586 -1.140 -2.122
S -0.750 0.471 -1.674
H 1.099 -0.929 0.173
H 1.247 0.822 0.665
H 0.291 -0.090 1.739
H -1.368 0.542 0.668
*
```

Let us look at the Löwdin charges, expressed in e, one per atom:
1 C -0.13
2 N -0.57
3 F -0.51
4 S 0.86
5 H 0.08
6 H 0.03
7 H 0.11
8 H 0.13

***

# 8
A single CH4FOP molecule at a distorted geometry. Source: OMol25; level of theory: ωB97M-V with the def2-TZVPD basis set.

Values from the calculation:
Structure (SMILES) = OCPF
Highest occupied orbital energy = -10.21 eV
Relative energy (zero: lowest compared OMol25 entry of this formula, charge and spin) = 148.8 kJ/mol
Orbital gap = 10.9 eV

Geometry as ORCA input:
```
! wB97M-V def2-TZVPD RIJCOSX def2/J DEFGRID3
* xyz 0 1
C -0.318 0.544 -0.256
O 0.211 1.442 0.682
F 1.552 -1.193 0.229
P -0.120 -1.239 0.330
H 0.006 0.696 -1.235
H 0.414 0.930 1.501
H -0.345 -1.704 -0.947
H -1.401 0.523 -0.304
*
```

Let us look at the Löwdin charges, expressed in e, one per atom:
1 C -0.49
2 O -0.12
3 F -0.41
4 P 0.91
5 H 0.06
6 H 0.08
7 H -0.08
8 H 0.06

***

# 9
A molecular structure, CH4I2N2 at a distorted geometry. Source: OMol25; level of theory: ωB97M-V with the def2-TZVPD basis set.

Values from the calculation:
Highest occupied orbital energy = -8.94 eV
Relative energy (zero: lowest compared OMol25 entry of this formula, charge and spin) = 100.6 kJ/mol
Orbital gap = 7.7 eV

Geometry as ORCA input:
```
! wB97M-V def2-TZVPD RIJCOSX def2/J DEFGRID3
* xyz 0 1
C 0.027 -0.211 0.083
N -1.026 0.461 -0.638
N -2.441 -0.115 -0.192
I -2.745 0.264 1.948
I -3.777 0.692 -1.479
H 0.137 -1.339 -0.264
H 0.909 0.332 -0.020
H -0.122 -0.149 1.189
H -0.999 1.472 -0.731
*
```

Let us look at the Löwdin charges, expressed in e, one per atom:
1 C -0.21
2 N -0.27
3 N -1.01
4 I 0.57
5 I 0.69
6 H 0.12
7 H 0.05
8 H 0.00
9 H 0.07

***

# 10
A single CH4IN molecule at a distorted geometry. Source: OMol25; level of theory: ωB97M-V with the def2-TZVPD basis set.

Values from the calculation:
Structure (SMILES) = CNI
Highest occupied orbital energy = -9.11 eV
Relative energy (zero: lowest compared OMol25 entry of this formula, charge and spin) = 24.2 kJ/mol
Orbital gap = 8.8 eV

Geometry as ORCA input:
```
! wB97M-V def2-TZVPD RIJCOSX def2/J DEFGRID3
* xyz 0 1
C 0.584 0.290 0.033
N -0.426 -0.749 0.177
I -2.383 0.103 -0.085
H 0.750 0.791 1.101
H 1.505 -0.147 -0.066
H 0.378 1.130 -0.579
H -0.408 -1.418 -0.581
*
```

Let us look at the Löwdin charges, expressed in e, one per atom:
1 C -0.30
2 N -0.50
3 I 0.64
4 H 0.11
5 H 0.03
6 H 0.03
7 H -0.01